The following is a DFT calculation (ωB97M-V with the def2-TZVPD basis set) of 6 unconnected molecules or ions with the total composition C10H30F6N4O8S2 in a non-equilibrium geometry.

Computed properties:
**Orbital gap**: 0.3514 Eh
**DFT total energy**: -2615.46571 Ha
**Energy above the lowest of the compared OMol25 structures with the same formula, charge and spin**: 0.0 kcal per mole
**LUMO**: -0.2 eV
**Maximum force**: 0.087 Eh/bohr

Atoms and positions in Å:
1 N -0.828901 -1.295819 -0.120160
2 H -1.338923 -1.983576 -0.679788
3 H 0.196674 -1.441963 -0.109220
4 H -1.151368 -1.046307 0.836867
5 H -0.909030 -0.338839 -0.577397
6 C 2.864683 -1.576432 2.351585
7 F 1.641637 -1.456940 2.909681
8 F 3.648809 -0.767194 3.042795
9 F 3.219985 -2.847263 2.382224
10 S 2.900719 -0.991743 0.508848
11 O 2.164711 0.242694 0.442650
12 O 4.295600 -0.938909 0.150489
13 N 1.908563 -2.157186 -0.301592
14 S 2.924890 -2.814643 -1.287259
15 O 3.267371 -2.002542 -2.430443
16 O 3.959055 -3.576798 -0.618144
17 C 1.836097 -4.167935 -2.103935
18 F 1.390346 -4.976122 -1.121131
19 F 0.737977 -3.657498 -2.696381
20 F 2.549720 -4.847204 -2.977774
21 O 0.307342 -3.572680 1.830005
22 H 0.915796 -3.339576 1.105680
23 H 0.873198 -3.941739 2.514995
24 O -2.844951 -2.592757 -1.639960
25 H -3.752674 -2.484646 -1.333791
26 H -2.880827 -3.324737 -2.267488
27 C -0.452301 1.185574 3.144589
28 C -1.920971 0.753415 2.997836
29 C -2.742858 1.746477 2.166063
30 O -2.524168 3.100106 2.412086
31 C -3.134662 3.623653 3.584746
32 N -2.087417 -0.567182 2.433451
33 H -0.391296 2.239147 3.408244
34 H 0.115763 0.931398 2.249063
35 H -0.025961 0.677480 4.012214
36 H -2.259582 0.711457 4.043442
37 H -3.815376 1.512496 2.273498
38 H -2.544308 1.557603 1.106832
39 H -2.750712 4.642178 3.616588
40 H -2.784378 3.149244 4.506098
41 H -4.219053 3.559347 3.480891
42 H -2.971639 -1.047394 2.556562
43 H -1.444348 -1.246282 2.842972
44 C -1.314773 1.326215 -3.343785
45 C -0.098151 1.032139 -2.510884
46 C 1.172647 1.743902 -2.950034
47 O 0.943149 3.094935 -3.284455
48 C 2.106651 3.833249 -3.535034
49 N -0.410479 1.304912 -1.076411
50 H -1.130341 1.119064 -4.401272
51 H -1.476254 2.405508 -3.287560
52 H -2.186634 0.728173 -3.084381
53 H 0.133201 -0.041322 -2.524984
54 H 1.582005 1.251671 -3.844854
55 H 1.974939 1.678183 -2.204826
56 H 2.775809 3.763383 -2.674679
57 H 1.842635 4.874073 -3.733888
58 H 2.562224 3.556382 -4.495001
59 H -0.907006 2.194862 -1.053667
60 H 0.487155 1.504294 -0.640832

Force components x, y, z for each atom (eV/Å):
N 0.79 1.79 -0.33
H -0.14 -0.13 0.58
H -0.36 -0.54 -0.18
H -0.58 -0.79 -0.12
H 0.05 -0.25 0.05
C -1.08 0.80 -0.99
F 0.34 -0.04 -0.49
F 0.58 -0.48 -0.09
F 0.41 0.14 0.42
S -0.73 0.08 -0.04
O -0.35 -0.09 0.51
O -1.11 -0.38 0.47
N 1.41 2.24 2.26
S 1.33 -3.06 -2.97
O -0.10 0.01 0.54
O -0.68 0.37 -0.48
C -0.14 0.99 1.60
F 0.17 -0.20 -0.40
F 0.35 -0.02 -0.15
F -0.15 -0.01 0.01
O -0.10 -0.02 -0.25
H -0.12 -0.16 0.17
H -0.03 -0.03 -0.06
O -0.23 -0.15 -0.16
H 0.09 0.02 0.01
H 0.10 0.06 0.06
C -0.40 -0.68 0.05
C -0.04 0.79 1.37
C -0.65 -0.64 -0.24
O 0.32 0.06 0.18
C 0.74 0.03 -0.48
N 0.98 -1.51 -0.67
H -0.07 0.11 -0.45
H 0.20 0.29 0.01
H 0.16 -0.28 -0.23
H -0.47 0.42 -0.12
H 0.00 -0.03 0.19
H 0.34 0.14 0.03
H -0.53 0.17 0.11
H -0.15 -0.30 -0.06
H -0.07 0.18 0.26
H -0.39 0.75 0.09
H 0.23 0.37 0.09
C 0.30 0.33 -0.90
C 0.36 -0.55 1.02
C 0.61 0.00 -1.12
O -0.95 0.23 0.35
C -0.07 0.31 -0.55
N 0.06 0.74 -0.60
H 0.16 -0.03 0.04
H -0.48 -0.12 0.06
H -0.02 0.20 0.39
H 0.13 0.06 -0.33
H -0.10 -0.21 0.03
H -0.20 -0.15 0.29
H 0.34 0.05 -0.25
H -0.29 0.00 0.54
H 0.38 -0.56 0.34
H -0.07 -0.12 0.17
H -0.08 -0.23 0.40